# 1
A molecular structure, C23H20BrFLiN5O4 in a non-equilibrium geometry, computed with ωB97M-V/def2-TZVPD.

Structure (XYZ):
```
55
Properties=species:S:1:pos:R:3
Li -1.36351 0.01787 -0.47642
Br -2.87918 -9.79957 2.15004
C -1.46456 -8.80128 1.34176
C -1.76090 -7.76047 0.46994
C -0.73308 -7.03442 -0.11240
C 0.62545 -7.34927 0.13684
C 0.87647 -8.40337 1.03139
C -0.15323 -9.12064 1.63181
N 1.71258 -6.85550 -0.61034
N 1.80500 -5.65387 -1.08900
C 1.29562 -4.53796 -0.51243
C 0.89413 -4.42313 0.85231
C 0.39888 -3.27692 1.38119
C 0.19481 -2.07845 0.58158
O -0.30529 -1.04867 1.03603
C 0.67421 -2.15109 -0.82950
N 0.52779 -1.02396 -1.56126
C 0.93085 -1.02763 -2.81528
C 1.49436 -2.16003 -3.41862
C 1.63746 -3.30981 -2.68450
C 1.23307 -3.33362 -1.33780
H -2.79142 -7.50923 0.25028
H -0.97244 -6.22206 -0.78897
H 1.91081 -8.65853 1.23858
H 0.06878 -9.93015 2.31864
H 1.04579 -5.27576 1.49511
H 0.12880 -3.21345 2.42896
H 0.81016 -0.09823 -3.37286
H 1.79850 -2.11964 -4.45709
H 2.05603 -4.21030 -3.11304
C -0.07160 6.09008 -2.69955
C -0.35304 4.91702 -1.75137
C -0.49517 3.51840 -2.42788
C -1.95762 3.20915 -2.80759
C -2.70880 4.25048 -3.65036
C 0.43430 3.44814 -3.63380
O 0.09356 3.75051 -4.77501
N 1.70223 3.06450 -3.34284
C 2.20230 2.77752 -2.01912
O 3.42128 2.88944 -1.89568
N 1.30611 2.38259 -1.09574
C -0.01450 2.47203 -1.36026
O -0.90382 1.87032 -0.72950
H -0.15961 7.03969 -2.16197
H -0.75791 6.10786 -3.54944
H 0.94480 6.02662 -3.10321
H -1.27675 5.09605 -1.19611
H 0.44985 4.86686 -1.01958
H -2.48336 3.05276 -1.87048
H -1.97299 2.24609 -3.32336
H -2.84789 5.19017 -3.10082
H -3.70392 3.86770 -3.89966
H -2.18188 4.46577 -4.57908
H 2.37611 3.09024 -4.08373
F -2.79902 -0.72002 -0.85444
```

Output
Kohn-Sham gap (alpha / beta): 0.2061 / 0.2062 hartree
ΔE to the lowest compared entry with this formula, charge and spin: 0.00 kJ/mol
Net charge: -2
Total energy: -112786.0409 eV
E_HOMO (alpha / beta): -1.91 / -1.91 eV



# 2
A molecular structure, INa, computed with ωB97M-V/def2-TZVPD.

Structure (XYZ):
```
2
Properties=species:S:1:pos:R:3
Na -1.15941 0.56760 0.70908
I 1.15941 -0.56760 -0.70908
```

Output
Kohn-Sham gap: 0.2388 hartree
ΔE to the lowest compared entry with this formula, charge and spin: 6.94 kJ/mol
Total energy: -12518.3333 eV
E_HOMO: -7.82 eV



# 3
A molecular structure, C37H30BrCl2N4O3S2Sn in a non-equilibrium geometry, computed with ωB97M-V/def2-TZVPD.

Structure (XYZ):
```
80
Properties=species:S:1:pos:R:3
Sn 0.70004 0.47608 0.78617
Cl 1.37091 1.50173 3.73429
C 2.62767 2.56847 3.21296
C 2.86168 3.71378 3.94968
C 3.80472 4.62523 3.51098
C 4.49221 4.40496 2.33090
C 4.26555 3.24840 1.60649
Cl 5.18569 2.98108 0.16977
C 3.34280 2.28661 2.03678
S 3.17268 0.79367 1.15718
H 2.30634 3.88316 4.86182
H 4.00302 5.51480 4.09345
H 5.20494 5.12955 1.96221
C -3.93231 -3.82191 2.80186
C -2.56107 -4.31307 2.35730
N -1.51126 -3.33946 2.69794
C -0.80912 -3.57691 3.96406
C 0.36164 -4.53318 3.78070
C -1.30719 -2.28879 1.90104
S -0.22406 -1.04524 2.56446
N -1.98759 -2.23627 0.78156
C -1.78827 -1.43700 -0.26188
O -0.78177 -0.71187 -0.45793
C -2.79727 -1.51921 -1.34932
C -3.80214 -2.48256 -1.34251
C -4.66903 -2.58229 -2.41846
C -4.53911 -1.72186 -3.50051
C -3.55776 -0.73838 -3.49809
C -2.68748 -0.63856 -2.42560
H -4.68788 -4.57569 2.57988
H -4.18966 -2.90199 2.27706
H -3.94729 -3.62570 3.87506
H -2.54840 -4.48187 1.28516
H -2.31332 -5.24615 2.86172
H -1.52849 -3.99401 4.66888
H -0.45810 -2.63256 4.36463
H 0.02962 -5.49244 3.38150
H 0.84786 -4.71036 4.74006
H 1.09508 -4.10972 3.09228
H -3.88593 -3.14879 -0.49512
H -5.44530 -3.33603 -2.42208
H -5.20453 -1.81774 -4.34917
H -3.47055 -0.05392 -4.33234
H -1.91756 0.12227 -2.40185
C 2.91467 -3.61230 -0.02684
C 2.29571 -2.49186 0.53667
N 1.88546 -1.46966 -0.18739
C 2.04866 -1.49225 -1.51985
C 2.65129 -2.57277 -2.17550
C 3.10258 -3.64481 -1.38550
C 2.77368 -2.55693 -3.60453
C 2.29307 -1.52327 -4.32267
C 1.68052 -0.39790 -3.67623
C 1.16448 0.69471 -4.39570
C 0.61112 1.74789 -3.71913
C 0.60199 1.71753 -2.32105
N 1.07126 0.69764 -1.62838
C 1.58440 -0.36528 -2.27958
H 3.23502 -4.42689 0.60727
H 2.14019 -2.41552 1.60745
H 3.59587 -4.48636 -1.85668
H 3.24739 -3.40122 -4.08983
H 2.36504 -1.51901 -5.40307
H 1.21681 0.68733 -5.47758
H 0.18502 2.59633 -4.23547
H 0.20689 2.55186 -1.76231
Br -2.81063 2.97305 -1.43916
C -1.74335 4.46468 -0.94904
C -2.11710 5.68399 -1.49652
C -1.39009 6.82823 -1.21409
C -0.28807 6.76709 -0.37641
C 0.09778 5.55226 0.15452
C -0.61277 4.38171 -0.12084
C -0.04068 3.11488 0.45495
O 1.11787 3.10640 0.86888
O -0.76937 2.05394 0.44882
H -2.97858 5.72411 -2.14818
H -1.69621 7.77071 -1.64942
H 0.27416 7.66160 -0.14388
H 0.96594 5.46383 0.79334
```

Output
Kohn-Sham gap: 0.2625 hartree
ΔE to the lowest compared entry with this formula, charge and spin: 89.48 kJ/mol
Net charge: +1
Total energy: -173546.9261 eV
E_HOMO: -10.75 eV



# 4
2 unconnected molecules or ions with the total composition C3H3Cl2N in a non-equilibrium geometry, computed with ωB97M-V/def2-TZVPD.

Structure (XYZ):
```
9
Properties=species:S:1:pos:R:3
C -0.34962 -0.28056 -1.29582
C -1.18496 -0.29804 -0.21989
Cl -1.74355 -1.62181 0.70333
Cl -1.91496 1.15357 0.37343
H -0.15202 0.50821 -1.90011
H 0.22020 -1.22467 -1.48117
C 1.76780 0.64280 1.19249
N 2.26786 0.62711 2.21530
H 1.08926 0.49337 0.41245
```

Output
Kohn-Sham gap: 0.3887 hartree
ΔE to the lowest compared entry with this formula, charge and spin: 154.08 kJ/mol
SMILES: C=C(Cl)Cl.C#N
Total energy: -29692.6356 eV
E_HOMO: -10.26 eV



# 5
3 unconnected molecules or ions with the total composition C2H10NO in a non-equilibrium geometry, computed with ωB97M-V/def2-TZVPD.

Structure (XYZ):
```
14
Properties=species:S:1:pos:R:3
C -1.42427 -1.30877 0.28652
C -1.12939 0.06403 -0.36690
N 0.18595 0.33464 -0.46414
H -0.49047 -1.74430 0.63734
H -1.98335 -1.90375 -0.44677
H -2.12827 -1.22745 1.11712
H -1.63118 0.86873 0.24385
H -1.59131 0.22850 -1.35901
H 3.03401 0.94511 -1.91746
H 3.69207 0.60374 -1.93574
H 0.34968 1.02429 -1.21045
H 1.31088 1.22136 2.42659
H 0.87112 0.43590 1.01127
O 0.93453 0.45796 1.97777
```

Output
Kohn-Sham gap: 0.2304 hartree
ΔE to the lowest compared entry with this formula, charge and spin: 672.57 kJ/mol
Net charge: +1
Total energy: -5760.7116 eV
E_HOMO: -15.98 eV



# 6
A single C25H27N5O2S molecule in a non-equilibrium geometry, computed with ωB97M-V/def2-TZVPD.

Structure (XYZ):
```
60
Properties=species:S:1:pos:R:3
C -4.99371 3.88079 1.87875
O -5.16767 3.00158 0.79266
C -4.14014 2.18697 0.44530
C -4.35509 1.38472 -0.67835
C -3.37055 0.53658 -1.13168
C -2.15432 0.47695 -0.46187
N -1.12470 -0.35678 -0.95747
C -0.23859 -0.07663 -1.95746
C -0.23264 1.19158 -2.73209
C -0.31985 2.39509 -1.85012
C -1.28549 3.37244 -1.82182
C -0.93285 4.27875 -0.80735
C 0.23281 3.82190 -0.25490
N 0.60643 2.68303 -0.89271
C 1.76682 1.90607 -0.55019
N 0.58180 -1.07968 -2.12137
N 0.25671 -2.03608 -1.24608
C -0.75483 -1.60706 -0.54624
S -1.54736 -2.51993 0.71999
C -0.80675 -1.69309 2.18631
C 0.58312 -1.15540 1.87556
O 0.81142 0.03737 1.95568
N 1.46248 -2.10821 1.51869
C 2.80001 -1.93532 1.11387
C 3.53116 -0.83794 1.54797
C 4.84646 -0.69540 1.15136
C 5.42734 -1.64847 0.33812
C 4.70949 -2.75666 -0.09608
C 5.38951 -3.76098 -0.98087
C 3.37729 -2.91092 0.28992
C 2.54452 -4.07138 -0.17316
C -1.93704 1.25172 0.66623
C -2.92584 2.10426 1.11988
H -5.91635 4.45527 1.94248
H -4.84204 3.33668 2.81642
H -4.15297 4.56092 1.71140
H -5.30466 1.45388 -1.18415
H -3.53454 -0.07750 -2.00476
H -1.09386 1.20449 -3.40574
H 0.67490 1.19647 -3.34233
H -2.14827 3.42439 -2.45674
H -1.47104 5.16186 -0.52471
H 0.82602 4.22438 0.54244
H 2.59260 2.57359 -0.30276
H 2.06358 1.27220 -1.38373
H 1.56952 1.27011 0.31740
H -0.77330 -2.45314 2.96643
H -1.45707 -0.87428 2.49398
H 1.08482 -3.03016 1.34335
H 3.07080 -0.10442 2.18782
H 5.41758 0.15843 1.48320
H 6.45715 -1.53316 0.03241
H 5.37830 -4.75154 -0.52806
H 6.42505 -3.47511 -1.14703
H 4.89288 -3.81950 -1.94832
H 1.66978 -3.69947 -0.70918
H 3.10212 -4.71478 -0.84293
H 2.21522 -4.67980 0.67167
H -0.98964 1.20428 1.18220
H -2.72816 2.70627 1.99156
```

Output
Kohn-Sham gap: 0.3098 hartree
ΔE to the lowest compared entry with this formula, charge and spin: 82.48 kJ/mol
SMILES: COc1ccc(-n2c(Cc3cccn3C)nnc2SCC(=O)Nc2cccc(C)c2C)cc1
Total energy: -48744.5792 eV
E_HOMO: -7.91 eV



# 7
A single C15H18N4O4 molecule, computed with ωB97M-V/def2-TZVPD.

Structure (XYZ):
```
41
Properties=species:S:1:pos:R:3
C -1.81829 -1.41057 -5.25048
O -1.88307 -0.04298 -4.88538
C -0.86406 0.40101 -4.06828
C -0.06351 1.43413 -4.53891
C 0.97353 1.93253 -3.76873
C 1.22806 1.39332 -2.52621
C 0.42344 0.37314 -2.01681
C 0.65243 -0.17696 -0.69288
N 1.62111 0.26837 0.00685
N 1.89947 -0.17240 1.25840
C 1.20489 -1.01283 2.07324
O 0.18142 -1.59052 1.77384
C 1.82661 -1.13310 3.46099
C 1.38065 0.05036 4.32872
C 1.91031 1.39252 3.82120
O 3.04694 1.69777 3.54364
N 0.80909 2.18028 3.72353
N -0.36708 1.53477 4.00941
C -0.10373 0.32895 4.33882
C -1.13570 -0.67875 4.65513
C -0.64488 -0.11786 -2.78495
O -1.42721 -1.12549 -2.26469
C -2.78590 -0.78279 -2.05225
H -1.77769 -2.07006 -4.38102
H -0.94169 -1.59725 -5.88016
H -2.72388 -1.60917 -5.82112
H -0.26999 1.82843 -5.52198
H 1.58855 2.73231 -4.15220
H 2.03965 1.75022 -1.91332
H -0.03361 -0.95270 -0.36697
H 2.71834 0.29497 1.63304
H 2.91593 -1.13824 3.40019
H 1.48106 -2.06639 3.90691
H 1.74362 -0.10158 5.35145
H 0.77527 3.13097 3.39135
H -1.17628 -1.40359 3.84064
H -2.10490 -0.19917 4.75046
H -0.88952 -1.20912 5.57314
H -2.87004 -0.02439 -1.26667
H -3.27632 -1.69832 -1.72631
H -3.26303 -0.40987 -2.96166
```

Output
Kohn-Sham gap: 0.3261 hartree
ΔE to the lowest compared entry with this formula, charge and spin: 398.29 kJ/mol
SMILES: COc1cccc(/C=N/NC(=O)C[C@H]2C(=O)NN=C2C)c1OC
Total energy: -29995.8682 eV
E_HOMO: -8.46 eV



# 8
A gas-phase ion, C11H17NP (charge +1) in a non-equilibrium geometry, computed with ωB97M-V/def2-TZVPD.

Structure (XYZ):
```
30
Properties=species:S:1:pos:R:3
C -0.88002 -0.07518 3.55560
P -0.31366 1.41597 3.02562
N 0.23577 0.67902 1.55015
C 1.25209 -0.12174 1.55780
C 1.38632 -0.66568 0.19375
C 0.90487 -2.11993 0.06196
C 2.76969 -0.56675 -0.37289
C 0.27300 0.05813 -0.56680
C -0.31021 0.91559 0.24516
C -1.50306 1.70878 -0.04076
C -1.58396 1.75890 -1.50684
C -1.59197 0.35169 -2.05307
C -0.20909 -0.27529 -1.95739
H -1.31400 -0.14216 4.46213
H -0.81825 -0.98435 2.94691
H 1.79260 -0.49588 2.48124
H 0.74996 -2.61528 1.01964
H 1.64130 -2.68462 -0.50486
H -0.13183 -2.10985 -0.30393
H 3.24878 -1.58034 -0.28818
H 3.40566 0.10226 0.16632
H 2.72930 -0.22334 -1.44945
H -2.46112 1.26107 0.26700
H -1.52646 2.75599 0.37862
H -2.50510 2.40093 -1.70889
H -0.80499 2.39899 -1.92065
H -2.09636 0.34754 -3.03084
H -2.39288 -0.28572 -1.43667
H 0.41206 0.15650 -2.70299
H -0.35845 -1.36527 -2.06770
```

Output
Kohn-Sham gap: 0.3345 hartree
ΔE to the lowest compared entry with this formula, charge and spin: 0.00 kJ/mol
Net charge: +1
SMILES: C=P[N+]1=CC(C)(C)C2=C1CCCC2
Total energy: -22452.7153 eV
E_HOMO: -13.29 eV